[1]
29
Properties=species:S:1:pos:R:3:forces:R:3 method="wB97M-V/def2-TZVPD" smiles=Cc1ccccc1.CC(C)C charge=0 orbital_gap_ev=9.894 energy_ev=-11696.2923 de_lowest_kcal_mol=68.9 e_lumo_ev=0.96
C 1.692 0.478 -1.248 -0.60 -0.05 -1.88
C 1.263 1.960 -0.989 4.21 -3.37 -0.38
C 1.991 2.491 0.105 -1.61 2.39 -0.60
C 1.616 3.787 0.468 -0.27 0.96 -0.76
C 0.679 4.477 -0.371 -0.60 -1.59 2.46
C -0.079 3.780 -1.307 1.44 2.27 0.21
C 0.407 2.624 -1.815 -1.92 -2.53 -0.89
H 2.140 0.050 -2.216 -0.98 1.46 0.69
H 0.859 -0.178 -1.025 -0.32 -0.17 0.06
H 2.451 0.223 -0.580 1.12 -0.31 1.44
H 2.881 2.112 0.582 -0.38 -0.97 0.06
H 1.989 4.265 1.402 -0.01 -0.23 -1.07
H 0.245 5.388 -0.017 0.13 0.62 0.16
H -0.961 4.258 -1.611 -0.97 0.54 -1.03
H -0.082 2.063 -2.694 0.78 0.97 1.55
C -1.421 -1.394 1.685 -1.44 -1.44 -0.34
C -1.370 -2.497 0.526 -1.46 0.29 1.70
C 0.066 -2.940 0.069 -0.02 0.16 -1.14
C -2.183 -3.847 0.945 -0.64 4.37 -6.02
H -1.275 -1.867 2.642 0.88 -0.10 0.42
H -2.380 -0.852 1.895 0.30 -0.73 -0.99
H -0.734 -0.635 1.445 1.23 0.92 0.09
H -1.987 -1.975 -0.281 1.16 -1.18 0.49
H 0.158 -4.038 0.251 0.01 0.82 -0.68
H 0.187 -2.639 -1.014 -0.27 -1.01 0.81
H 1.014 -2.531 0.454 -0.79 0.46 0.81
H -3.226 -3.687 0.657 -0.12 -0.01 0.67
H -1.872 -4.571 0.244 0.42 -0.97 -1.13
H -2.067 -4.303 1.796 0.75 -1.57 5.30

---

[2]
45
Properties=species:S:1:pos:R:3:forces:R:3 method="wB97M-V/def2-TZVPD" smiles="COc1ccc(CCC(=O)N[C@H]2CC[C@@H](C)CC2)cc1" charge=0 orbital_gap_ev=9.075 energy_ev=-23620.7459 de_lowest_kcal_mol=11.8 e_lumo_ev=0.72
C -6.271 -1.452 0.548 -0.18 -0.08 -0.12
O -5.135 -0.966 1.219 0.30 0.15 0.10
C -4.172 -0.331 0.490 0.14 0.05 0.03
C -3.076 0.145 1.209 -0.21 -0.13 0.02
C -2.045 0.800 0.569 -0.09 -0.03 -0.03
C -2.072 1.004 -0.806 -0.05 -0.01 -0.24
C -0.951 1.683 -1.552 0.07 0.08 0.05
C -0.251 2.812 -0.790 -0.09 -0.01 -0.01
C 0.616 2.402 0.394 -0.11 0.28 -0.44
O 0.571 2.980 1.462 -0.12 0.14 0.31
N 1.476 1.392 0.146 0.25 -0.43 -0.23
C 2.336 0.819 1.159 0.20 0.04 0.48
C 3.782 0.737 0.663 -0.14 0.08 -0.15
C 3.954 -0.313 -0.432 0.14 -0.10 0.43
C 3.477 -1.688 0.040 -0.19 -0.04 -0.44
C 3.654 -2.732 -1.059 0.05 0.13 0.29
C 2.016 -1.602 0.482 0.29 0.00 0.36
C 1.836 -0.566 1.588 -0.11 0.11 -0.16
C -3.168 0.530 -1.512 0.18 0.07 0.10
C -4.210 -0.132 -0.884 -0.31 -0.19 0.11
H -6.007 -2.211 -0.195 -0.01 0.04 0.02
H -6.827 -0.644 0.061 0.03 -0.04 0.01
H -6.896 -1.904 1.317 0.01 0.02 -0.09
H -3.057 -0.008 2.276 0.00 -0.01 0.14
H -1.220 1.166 1.158 0.05 0.03 0.14
H -1.361 2.105 -2.474 0.08 -0.07 0.01
H -0.225 0.921 -1.858 0.01 0.06 -0.11
H -0.996 3.514 -0.412 0.11 -0.01 0.02
H 0.398 3.354 -1.483 -0.02 0.03 0.04
H 1.466 0.939 -0.751 -0.15 0.12 -0.02
H 2.275 1.506 2.010 0.03 -0.14 -0.17
H 4.421 0.480 1.510 0.05 0.00 0.05
H 4.093 1.717 0.294 0.02 0.03 0.09
H 5.007 -0.368 -0.716 -0.01 0.02 -0.12
H 3.394 -0.023 -1.324 -0.02 -0.01 -0.15
H 4.082 -1.984 0.904 0.01 0.03 0.05
H 4.698 -2.799 -1.359 0.11 -0.05 -0.09
H 3.334 -3.712 -0.711 -0.03 -0.14 -0.02
H 3.063 -2.471 -1.934 -0.07 0.02 -0.12
H 1.684 -2.577 0.845 -0.08 -0.03 -0.08
H 1.388 -1.346 -0.375 -0.07 -0.03 -0.13
H 2.400 -0.877 2.470 0.01 -0.03 0.08
H 0.783 -0.498 1.868 0.00 0.03 0.10
H -3.217 0.677 -2.582 0.00 0.03 -0.10
H -5.042 -0.480 -1.477 -0.09 -0.04 -0.01

---

[3]
30
Properties=species:S:1:pos:R:3:forces:R:3 method="wB97M-V/def2-TZVPD" charge=+1 orbital_gap_ev=10.083 energy_ev=-12043.6652 de_lowest_kcal_mol=121.1 e_lumo_ev=-3.18
C -2.594 0.075 -0.694 -0.92 0.65 0.87
C -1.760 0.110 1.824 2.08 3.01 -1.33
C 0.171 -1.759 0.597 4.15 4.01 -5.61
C 0.381 1.631 -1.838 -3.60 1.88 -0.50
C 1.637 -0.372 -1.788 2.26 3.63 3.50
C -1.533 0.660 0.346 0.04 -2.41 -0.73
C -0.274 -0.031 -0.150 1.89 -3.42 0.32
N 2.938 -0.786 1.532 0.95 -5.67 -0.75
N 0.483 0.322 -1.147 0.86 1.17 -0.24
N -1.528 2.081 0.196 4.69 -0.81 2.68
H -2.211 -0.271 -1.659 0.27 0.36 0.19
H -2.985 -0.833 -0.190 -0.51 0.77 -0.56
H -3.351 0.932 -0.914 0.94 -1.92 0.56
H -2.681 0.538 2.075 -1.13 0.96 1.20
H -0.849 0.425 2.417 -1.33 0.22 -0.24
H -1.831 -0.897 2.020 -0.32 -2.35 -0.41
H 1.376 -1.628 0.747 -3.21 -0.23 0.13
H 0.005 -2.402 -0.287 -0.16 0.17 0.60
H -0.418 -1.956 1.383 -1.83 -0.58 2.69
H 0.329 1.623 -2.966 0.46 -0.86 1.25
H -0.635 2.002 -1.509 1.45 -0.06 -0.78
H 1.049 2.466 -1.551 0.28 -1.13 0.30
H 1.319 -1.151 -2.314 -1.35 -2.75 -3.15
H 2.260 0.480 -2.231 -1.04 -1.85 -0.04
H 2.278 -0.819 -1.039 0.06 0.02 0.50
H 2.641 -0.221 2.227 -0.83 2.49 2.62
H 3.299 -1.705 2.012 -0.89 2.37 -1.19
H 3.696 -0.441 1.019 1.30 0.94 -0.52
H -1.091 2.496 1.045 -0.24 -0.15 -0.96
H -2.372 2.473 0.133 -4.31 1.53 -0.38